Record 1
{"formula": "H20O10", "method": "the ωB97M-V functional and the def2-TZVPD basis", "smiles": "O.O.O.O.O.O.O.O.O.O", "charge": 0, "symbols": ["O", "H", "H", "O", "H", "H", "O", "H", "H", "O", "H", "H", "O", "H", "H", "O", "H", "H", "O", "H", "H", "O", "H", "H", "O", "H", "H", "O", "H", "H"], "positions_angstrom": [[-0.0602, -0.0945, -1.5139], [0.7083, 0.4050, -1.8120], [-0.6457, 0.5752, -1.1428], [1.4815, 0.9624, 2.6568], [2.2728, 1.4025, 2.9873], [1.7663, 0.0553, 2.4989], [0.7598, -3.1958, -0.9827], [0.5129, -4.0853, -0.7054], [0.7718, -2.6894, -0.1626], [2.9831, -0.9988, -3.4738], [2.5305, -1.8464, -3.3988], [2.5501, -0.5669, -4.2188], [-4.0269, 0.7971, 2.0968], [-4.1955, 1.4759, 2.7599], [-3.1059, 0.5521, 2.2409], [1.6334, -2.7304, 2.3033], [1.4985, -2.8935, 3.2436], [0.7584, -2.8490, 1.9168], [0.9466, 3.6732, 1.6586], [0.4580, 4.3968, 1.2506], [1.6795, 4.1090, 2.1079], [2.5734, 2.2772, -1.8999], [2.6804, 2.9735, -2.5577], [3.4762, 2.0183, -1.6835], [-4.8128, -2.4675, -2.3332], [-3.9957, -2.1375, -1.9428], [-4.6361, -3.4015, -2.4926], [-2.5062, 1.5412, 1.0709], [-2.4774, 1.0420, 0.2469], [-1.5791, 1.6998, 1.2815]], "atomic_forces_ev_per_a": [[-0.2, 0.1, 0.1], [0.2, 0.0, 0.0], [0.2, 0.0, -0.1], [0.1, -0.2, 0.1], [-0.1, 0.0, -0.1], [0.0, -0.1, 0.0], [-0.1, -0.2, 0.2], [0.1, 0.0, -0.1], [0.1, 0.2, -0.3], [-0.1, 0.0, -0.2], [0.0, 0.0, 0.2], [0.1, 0.0, 0.1], [-3.8, -2.1, 3.1], [-0.2, -0.1, -0.1], [-0.8, 0.0, 0.1], [-0.1, 0.1, 0.0], [0.0, 0.0, 0.0], [0.0, 0.0, 0.2], [0.0, 0.3, 0.0], [0.0, -0.1, 0.0], [-0.1, -0.1, 0.0], [0.1, 0.1, -0.1], [-0.1, -0.1, 0.1], [-0.1, -0.1, 0.0], [0.2, -0.1, 0.0], [-0.1, 0.0, 0.0], [-0.1, 0.1, 0.0], [4.4, 1.9, -2.7], [-0.2, 0.1, -0.1], [0.6, 0.3, -0.3]], "lowdin_charge": [-0.05, 0.01, 0.01, -0.06, 0.03, 0.01, -0.05, 0.04, 0.01, -0.06, 0.03, 0.03, -0.11, 0.04, 0.02, -0.05, 0.05, 0.03, -0.06, 0.04, 0.03, -0.05, 0.04, 0.04, -0.06, 0.03, 0.03, -0.08, 0.06, 0.06]}

---

Record 2
{"formula": "H20O10", "method": "the ωB97M-V functional and the def2-TZVPD basis", "smiles": "O.O.O.O.O.O.O.O.O.O", "charge": 0, "symbols": ["O", "H", "H", "O", "H", "H", "O", "H", "H", "O", "H", "H", "O", "H", "H", "O", "H", "H", "O", "H", "H", "O", "H", "H", "O", "H", "H", "O", "H", "H"], "positions_angstrom": [[1.0216, 0.5538, 0.1814], [0.0575, 0.5578, -0.1549], [0.9088, 1.2149, 0.8373], [0.3754, -1.1776, -1.2380], [-0.1922, -1.3195, -0.4909], [0.2725, -1.9884, -1.7494], [-3.0277, -0.4385, 0.8767], [-2.3024, 0.1559, 1.1374], [-2.9193, -1.2617, 1.2451], [3.5582, 1.1347, -0.7042], [2.6545, 1.1858, -1.0599], [3.5076, 0.3445, -0.2122], [-0.7665, -4.0198, 0.7317], [-0.3006, -4.8684, 0.9417], [-0.3854, -3.5995, -0.0473], [-1.3727, 3.5890, -1.9364], [-1.0559, 3.4353, -2.8046], [-2.0837, 4.2143, -2.1919], [2.7010, 2.3495, 1.7100], [2.9218, 1.4145, 1.5587], [2.1566, 2.3082, 2.5494], [1.8559, -1.6364, 3.5452], [1.2286, -2.2969, 3.4451], [2.5844, -2.1494, 3.0892], [-1.6045, -1.9680, -4.0887], [-1.5930, -1.2977, -3.4626], [-1.1533, -2.7411, -3.7258], [-2.6795, 2.9741, 0.4654], [-1.8823, 2.6168, 0.1099], [-2.4856, 2.7136, 1.4425]], "atomic_forces_ev_per_a": [[-3.2, -0.2, -0.9], [2.5, -0.2, 0.2], [0.7, 1.4, 1.3], [0.0, -1.1, -1.3], [-0.4, -0.1, 0.8], [0.1, 0.1, -0.3], [-0.1, 3.5, -1.6], [-0.5, -0.7, 0.1], [0.7, -2.9, 1.5], [-0.1, 1.2, -1.2], [0.4, 0.2, 0.2], [0.1, -1.6, 0.8], [0.2, -0.8, 0.6], [-0.4, 1.3, -0.7], [0.3, -0.6, 0.2], [-1.2, 1.0, 0.3], [1.1, -0.7, -1.3], [0.2, -0.4, 1.0], [-1.3, -0.5, 1.8], [0.1, 0.6, -0.1], [1.1, 0.2, -1.2], [3.3, 0.3, -0.9], [-2.8, -1.7, 0.1], [-0.5, 1.4, 0.8], [0.0, -2.2, -2.0], [0.1, 1.9, 2.0], [-0.2, 0.4, 0.0], [0.1, -0.8, 3.7], [0.9, 0.0, -1.4], [-1.1, 1.0, -2.2]], "lowdin_charge": [-0.09, 0.08, 0.00, -0.05, 0.02, 0.04, -0.02, 0.03, -0.02, -0.05, 0.03, -0.01, -0.07, 0.07, 0.01, -0.05, 0.01, 0.07, -0.08, 0.02, 0.07, -0.05, -0.02, 0.07, -0.02, -0.02, 0.03, -0.08, -0.03, 0.09]}

---

Record 3
{"formula": "H20O10", "method": "the ωB97M-V functional and the def2-TZVPD basis", "smiles": "O.O.O.O.O.O.O.O.O.O", "charge": 0, "symbols": ["O", "H", "H", "O", "H", "H", "O", "H", "H", "O", "H", "H", "O", "H", "H", "O", "H", "H", "O", "H", "H", "O", "H", "H", "O", "H", "H", "O", "H", "H"], "positions_angstrom": [[9.0910, 41.1400, 38.7100], [8.7380, 41.6720, 38.0630], [8.5130, 40.9830, 39.4270], [9.5040, 44.3460, 39.3560], [8.4880, 44.0730, 39.5650], [10.0040, 43.5490, 39.5150], [7.0620, 46.5980, 38.2950], [7.8460, 46.7560, 38.8350], [7.2610, 45.6800, 38.1610], [10.8330, 44.6240, 36.9310], [11.0310, 45.3510, 36.4980], [10.4730, 44.9360, 37.8970], [7.9540, 44.0720, 37.2130], [8.5520, 44.3940, 37.8220], [7.9810, 44.5790, 36.4040], [5.8050, 44.2640, 33.5130], [6.6230, 44.4980, 33.9830], [5.9530, 44.6860, 32.6600], [6.1640, 42.0230, 37.6530], [6.7810, 42.9120, 37.6680], [5.2810, 42.3160, 37.3490], [8.1620, 47.6030, 35.8880], [7.8740, 47.3700, 36.8040], [9.1930, 47.6630, 35.9100], [10.8210, 41.9260, 36.3870], [10.7000, 42.9850, 36.3850], [10.5440, 41.4120, 35.4190], [7.9710, 45.2680, 34.7830], [8.2570, 46.3070, 34.9610], [8.7800, 45.2430, 34.4000]], "atomic_forces_ev_per_a": [[3.0, -1.6, 1.7], [-1.7, 1.7, -2.3], [-1.4, -0.1, 0.6], [-3.9, 0.1, 1.0], [3.8, 0.7, -0.4], [0.2, -0.9, 0.1], [0.9, 0.8, 0.5], [-0.1, 0.9, 0.5], [-0.8, -1.5, -0.9], [-2.7, -3.9, 6.6], [1.7, 5.5, -3.4], [1.3, -1.3, -3.3], [-2.6, -1.4, -0.6], [2.5, 0.7, 1.4], [0.1, 0.4, -1.2], [0.2, 0.0, -0.2], [-0.4, 0.0, 0.0], [-0.3, -0.1, 0.0], [1.3, 2.9, 0.2], [-2.3, -3.0, -0.5], [0.8, -0.1, 0.2], [3.3, 0.4, 0.1], [-0.1, -0.1, -0.4], [-2.8, 0.2, 0.3], [-1.3, 0.4, -3.7], [0.2, -3.5, -0.7], [1.1, 3.0, 4.3], [-1.4, 3.9, 2.0], [-2.9, -2.0, 0.7], [4.3, -2.3, -2.6]], "lowdin_charge": [0.00, -0.05, 0.02, -0.09, 0.16, 0.06, -0.02, 0.06, 0.00, -0.03, -0.04, 0.12, -0.04, -0.07, 0.02, -0.08, -0.03, 0.03, -0.15, 0.06, 0.03, -0.07, 0.03, 0.12, -0.22, 0.03, 0.15, -0.08, 0.11, 0.00]}

---

The following HOMO level values (in eV) correspond, in order, to the records above: -9.1 -10.9 -10.3.
The following energy above the lowest of the compared OMol25 structures with the same formula, charge and spin values (in kJ/mol) correspond, in order, to the records above: 510.1 474.4 537.7.
The following orbital gap values (in eV) correspond, in order, to the records above: 9.25 10.42 9.64.